(1)
A 3-piece molecular cluster, C23H51BNO7 overall in a non-equilibrium geometry. Source: OMol25; level of theory: the ωB97M-V functional and the def2-TZVPD basis.

XYZ file:
```
83
Properties=species:S:1:pos:R:3:forces:R:3
C 3.4307 1.8538 -0.3256 -0.4 -0.3 -0.7
C 2.0304 1.1956 -0.3340 0.6 0.1 0.0
B 2.0435 -0.3185 -0.8113 -0.2 0.3 0.4
O 1.8483 -1.2625 0.2010 -0.8 0.1 -0.2
C 2.2318 -0.7255 -2.3324 0.0 0.1 0.1
C 1.5721 0.3767 -3.1957 -0.1 -0.8 0.1
C 0.0515 0.4893 -3.0197 0.2 0.5 -0.1
C -0.7856 -0.0271 -4.1682 -0.9 -0.1 0.2
O -2.1726 0.1632 -3.8765 0.2 -0.1 -0.2
C -2.7415 -0.8440 -3.0625 -0.2 0.3 0.2
C 1.5800 -2.0836 -2.7245 0.9 0.5 0.4
C 2.4349 -3.3651 -2.6274 -0.9 -1.2 0.3
C 1.8425 -4.3738 -3.6312 0.2 0.5 -0.3
C 2.3308 -4.0581 -1.2442 0.3 -0.1 -0.4
N 3.8436 -3.1365 -3.0252 -0.6 1.5 -1.0
O 3.9735 -3.0919 -4.3151 0.2 -0.4 0.4
C 4.5244 -1.9663 -2.4061 1.5 0.1 0.1
C 4.8339 -2.1669 -0.9319 -0.7 -0.4 0.2
C 5.9037 -1.8210 -3.0964 -0.4 -0.2 0.7
C 3.7502 -0.6809 -2.6550 -0.7 -0.5 -0.4
H 4.1867 1.1410 -0.0146 0.2 0.1 0.4
H 3.6892 2.1304 -1.3435 0.2 0.1 -0.2
H 3.4654 2.7606 0.2625 0.1 0.1 0.3
H 1.6211 1.2654 0.6667 -0.2 -0.2 0.3
H 1.3847 1.7772 -0.9888 -0.1 0.1 0.0
H 0.9421 -1.6085 0.1332 0.5 -0.3 0.1
H 2.0579 1.3252 -3.0030 0.1 0.2 0.0
H 1.7911 0.1108 -4.2288 0.0 0.1 -0.3
H -0.1989 1.5417 -2.9326 -0.2 0.2 0.1
H -0.3110 0.0225 -2.1037 0.1 -0.2 0.2
H -0.6014 0.5211 -5.0863 0.2 0.2 -0.1
H -0.6274 -1.0845 -4.3748 0.2 -0.2 0.0
H -2.0298 -1.6207 -2.7933 0.2 -0.2 -0.1
H -3.5937 -1.2856 -3.5706 -0.1 -0.2 -0.2
H -3.1154 -0.4257 -2.1292 0.0 0.2 0.1
H 0.7147 -2.2230 -2.0865 -0.4 -0.2 0.0
H 1.2112 -2.0144 -3.7391 0.1 0.1 -0.3
H 1.5803 -3.8892 -4.5613 0.0 0.1 -0.3
H 2.5851 -5.1179 -3.8853 0.1 -0.4 0.2
H 0.9468 -4.8315 -3.2301 -0.1 -0.1 0.2
H 1.9884 -5.0746 -1.3806 0.0 -0.3 -0.1
H 1.5917 -3.5803 -0.6261 0.0 0.2 0.4
H 3.2802 -4.1272 -0.7323 0.0 0.1 0.2
H 5.3643 -1.3065 -0.5487 0.2 0.3 0.0
H 3.9442 -2.3043 -0.3269 0.0 0.1 0.1
H 5.4659 -3.0372 -0.7984 0.2 -0.2 0.0
H 6.3241 -2.8087 -3.2423 0.1 -0.1 -0.3
H 6.5523 -1.3002 -2.4019 0.2 0.3 0.0
H 5.8445 -1.2630 -4.0170 0.1 -0.1 -0.4
H 4.2599 0.1241 -2.1391 0.1 0.2 0.2
H 3.8438 -0.4678 -3.7174 0.0 0.1 -0.3
C -2.2564 0.5009 0.7407 0.1 -0.1 -0.1
O -3.3600 -0.3807 0.6327 0.0 0.1 0.0
C -4.0035 -0.6282 1.8744 -0.1 -0.2 -0.2
C -5.2571 0.2038 2.0349 0.0 0.1 0.2
O -4.9610 1.5907 2.1017 0.1 0.0 -0.1
C -5.1865 2.2748 0.8801 0.0 0.0 0.1
H -1.9940 0.8297 -0.2654 0.0 0.0 0.0
H -2.4908 1.3790 1.3459 0.0 0.0 0.0
H -1.3950 -0.0226 1.1733 0.0 0.1 0.1
H -3.3169 -0.4458 2.7068 0.0 0.0 0.0
H -4.2799 -1.6869 1.8908 0.0 0.0 0.0
H -5.7410 -0.0721 2.9770 0.0 0.0 0.0
H -5.9584 -0.0009 1.2209 0.0 0.0 0.0
H -6.2588 2.4299 0.7214 0.0 0.0 -0.1
H -4.7699 1.7320 0.0291 0.0 0.0 0.0
H -4.6995 3.2463 0.9506 0.0 0.0 0.0
C -3.8998 3.6548 7.3280 0.0 -0.1 0.0
O -3.7724 2.5524 6.4480 0.1 0.1 0.0
C -3.6342 2.9321 5.0846 -0.1 -0.3 0.1
C -2.1927 2.8789 4.6293 0.0 0.3 -0.1
O -1.3837 3.8359 5.2976 0.0 -0.1 0.1
C -0.6203 3.2858 6.3560 0.0 0.0 -0.1
H -3.7464 3.2873 8.3418 0.0 0.0 0.0
H -3.1592 4.4294 7.1175 0.0 0.0 0.0
H -4.9049 4.0852 7.2597 0.0 0.1 0.0
H -4.0523 3.9290 4.9162 0.0 0.0 0.0
H -4.2113 2.2207 4.4885 0.0 0.1 -0.1
H -2.1561 3.1145 3.5608 0.0 0.0 0.0
H -1.7888 1.8711 4.7691 0.0 0.0 0.0
H 0.2292 2.7175 5.9608 0.0 0.0 0.0
H -1.2229 2.6367 6.9951 0.0 0.0 0.0
H -0.2397 4.1127 6.9536 0.0 0.0 0.0
```
Positions in Å, forces in eV/Å.

Properties
Expectation value of S²: 0.754
LUMO level (spin up / spin down) (Eh): 0.0146 / 0.0087
Kohn-Sham gap (spin up / spin down) (eV): 8.94 / 9.42
Electronic energy (eV): -41172.97020
Multiplicity: 2

---

(2)
A 8-piece molecular cluster, C15H36BrN8O18 overall in a non-equilibrium geometry. Source: OMol25; level of theory: the ωB97M-V functional and the def2-TZVPD basis.

XYZ file:
```
78
Properties=species:S:1:pos:R:3:forces:R:3
C -1.8220 0.2990 0.0653 0.2 0.2 0.3
C -1.3173 -0.0523 1.5618 -0.7 -0.4 -0.3
C -0.9086 -1.6212 1.7303 -1.3 1.9 -1.1
O 0.5317 -1.6711 1.8616 0.3 -1.8 1.0
C 0.9647 -2.6901 2.7653 -0.2 -0.6 -0.7
Br 0.6149 -1.9570 4.6245 0.1 -0.2 -0.3
N 2.4301 -2.9413 2.7218 -1.1 0.0 -1.0
C 2.9047 -3.2551 1.3395 1.5 -0.5 -0.6
C 4.2287 -2.3381 1.0973 -0.5 -0.2 1.5
C 4.0088 -0.8746 1.7535 -0.3 0.1 -0.7
O 4.6440 0.1559 0.9039 0.5 -0.8 0.3
C 0.2384 -4.1099 2.5943 -3.0 -4.9 -0.7
O 0.1407 -4.8347 3.6536 1.0 2.6 -2.2
O -0.2318 -4.6212 1.4122 2.4 3.5 3.4
H -1.6656 1.4304 -0.1050 -0.5 -1.8 0.1
H -1.2647 -0.2805 -0.7497 -0.5 0.8 1.2
H -2.9318 0.0195 -0.0538 1.6 0.6 0.2
H -0.4657 0.6340 1.8784 -1.0 -1.0 -0.4
H -2.2167 0.1591 2.2454 1.5 -0.2 -0.9
H -1.2441 -2.1174 0.7430 0.6 0.2 1.9
H -1.4881 -2.0009 2.6323 1.2 0.0 -1.2
H 2.6331 -3.7488 3.3425 -0.6 0.9 -0.5
H 2.1236 -3.1230 0.5228 0.9 0.1 1.3
H 3.2256 -4.3652 1.2914 -0.6 1.7 -0.1
H 4.5370 -2.2825 0.0023 -0.5 0.0 1.4
H 5.0710 -2.8242 1.7241 -1.1 0.6 -1.2
H 2.9003 -0.5715 1.7963 1.7 -0.7 0.0
H 4.4716 -0.7674 2.7903 -0.8 -0.5 -1.3
H 5.5717 -0.1358 0.7649 -0.8 0.3 0.2
C 0.4933 -3.6858 -2.1808 -0.3 0.1 0.0
N 1.6906 -2.9552 -2.6747 -0.2 0.0 0.0
O 1.5061 -2.0322 -3.4547 0.4 -0.2 0.3
O 2.7763 -3.3313 -2.2633 -0.3 0.4 -0.3
H -0.3955 -3.2438 -2.6276 0.2 0.1 0.0
H 0.5971 -4.7274 -2.4782 0.1 0.1 0.2
H 0.4702 -3.5854 -1.0938 0.0 -0.3 0.0
C -4.8154 3.3013 0.0576 0.3 0.0 -0.2
N -4.8244 2.2058 1.0613 0.2 0.0 0.2
O -3.7821 1.9820 1.6524 -0.7 0.0 -0.1
O -5.8783 1.6091 1.2199 0.4 0.1 0.0
H -3.8193 3.7385 0.0243 -0.4 -0.3 0.1
H -5.0780 2.8671 -0.9051 -0.2 0.0 0.2
H -5.5503 4.0412 0.3715 0.0 -0.1 -0.1
C 4.5277 -0.0516 -2.5410 -0.3 0.0 0.0
N 5.7008 0.6645 -3.1064 -0.1 0.1 -0.1
O 5.4820 1.5510 -3.9162 0.4 -0.3 0.3
O 6.8026 0.3116 -2.7171 -0.3 0.3 -0.2
H 3.6200 0.3641 -2.9740 0.2 0.0 0.0
H 4.6297 -1.1054 -2.7986 0.0 0.1 0.1
H 4.5423 0.0953 -1.4603 0.0 -0.1 -0.1
C -1.8781 7.2500 -0.4692 0.4 0.1 0.0
N -2.9329 6.2940 -0.0431 0.0 -0.2 0.1
O -2.5724 5.2856 0.5392 -0.1 0.7 -0.2
O -4.0870 6.5908 -0.3089 0.4 -0.2 0.2
H -0.9080 6.8587 -0.1684 -0.2 0.0 0.0
H -1.9377 7.3432 -1.5529 -0.1 0.1 0.1
H -2.0796 8.2014 0.0214 -0.1 -0.1 -0.1
C -0.1987 -8.2563 -0.2748 0.0 -0.1 0.4
N 0.2661 -7.3350 -1.3432 0.2 0.3 0.2
O 1.0014 -6.4263 -1.0118 -0.2 -0.6 -0.4
O -0.1278 -7.5598 -2.4798 0.1 0.2 0.3
H 0.2272 -7.9351 0.6744 -0.1 0.1 -0.2
H -1.2861 -8.2043 -0.2467 0.1 0.0 -0.1
H 0.1434 -9.2580 -0.5333 -0.1 0.1 -0.1
C -8.1779 5.4314 -2.4967 0.0 0.4 0.1
N -7.4684 4.1283 -2.5774 0.1 -0.3 0.0
O -6.2696 4.1283 -2.3510 -0.6 0.0 -0.3
O -8.1398 3.1532 -2.8647 0.4 0.4 0.1
H -7.4598 6.2059 -2.2334 0.0 -0.2 0.0
H -8.6165 5.6276 -3.4741 -0.1 -0.1 0.1
H -8.9458 5.3401 -1.7295 0.0 -0.1 -0.2
C 3.9465 3.0238 1.4686 0.3 -0.2 0.0
N 3.8309 4.4935 1.6659 0.0 0.1 0.0
O 4.8519 5.1067 1.9335 -0.5 0.0 -0.1
O 2.7185 4.9810 1.5450 0.5 0.0 0.1
H 4.9847 2.7315 1.6053 -0.2 0.1 0.0
H 3.3098 2.5415 2.2091 0.0 0.0 -0.2
H 3.6139 2.8011 0.4560 -0.1 0.0 0.2
```
Positions in Å, forces in eV/Å.

Properties
Net charge: -1
LUMO level (Eh): 0.0447
Kohn-Sham gap (eV): 6.22
Electronic energy (eV): -134937.11970
Multiplicity: 1

---

(3)
A 2-piece molecular cluster, CH3F2N3 overall in a non-equilibrium geometry. Source: OMol25; level of theory: the ωB97M-V functional and the def2-TZVPD basis.

XYZ file:
```
9
Properties=species:S:1:pos:R:3:forces:R:3
C 1.3791 -0.3659 0.1941 0.2 -0.4 -0.5
N 2.1726 0.5456 -0.0123 0.7 -0.8 -1.6
N 0.6630 -1.2733 -0.1244 -1.2 0.5 -0.6
N -1.9289 0.7315 -0.3106 1.2 1.8 -2.0
F 2.1908 1.6137 0.7538 0.1 2.0 1.9
F -1.3917 0.5142 0.9239 -0.4 -0.6 2.1
H 0.8074 -2.2375 -0.0435 0.3 -1.4 0.8
H -2.7009 0.1547 -0.5354 -1.3 -1.2 1.0
H -1.1914 0.3170 -0.8455 0.5 0.0 -1.0
```
Positions in Å, forces in eV/Å.

Properties
LUMO level (Eh): 0.0079
Kohn-Sham gap (eV): 10.43
SMILES: N=C=NF.NF
Electronic energy (eV): -10984.83038
ΔE to the lowest compared entry with this formula, charge and spin (kcal per mole): 69.7
Multiplicity: 1

---

(4)
A 2-piece molecular cluster, CH4NO2 overall in a non-equilibrium geometry. Source: OMol25; level of theory: the ωB97M-V functional and the def2-TZVPD basis.

XYZ file:
```
8
Properties=species:S:1:pos:R:3:forces:R:3
O 0.3071 -1.9710 0.7703 0.3 0.5 -0.2
H 1.1271 -1.5701 0.4481 0.1 -0.3 0.1
C -0.4096 0.6444 -0.8513 1.4 0.3 -0.8
N 0.8954 1.1577 -0.3713 -1.4 -1.6 -0.8
O -1.1744 0.4910 0.0869 -1.1 -0.4 0.9
H -0.2713 -1.2140 0.5538 -0.5 -0.2 0.2
H 0.6740 1.5863 0.5181 0.7 0.8 0.1
H 1.3393 1.5923 -1.1597 0.4 0.8 0.4
```
Positions in Å, forces in eV/Å.

Properties
Net charge: -1
LUMO level (Eh): 0.1858
Kohn-Sham gap (eV): 6.96
Electronic energy (eV): -6686.60726
ΔE to the lowest compared entry with this formula, charge and spin (kcal per mole): 43.5
Multiplicity: 1

---

(5)
C26H20ClGeNO8Pd as an isolated structure in a non-equilibrium geometry. Source: OMol25; level of theory: the ωB97M-V functional and the def2-TZVPD basis.

XYZ file:
```
58
Properties=species:S:1:pos:R:3:forces:R:3
Pd -0.5480 -0.9053 1.5707 -0.6 -0.4 0.0
O -1.9301 -0.3219 3.0535 -3.2 0.3 -0.7
C -3.1450 -0.2854 2.6494 3.0 1.1 2.3
C -3.8270 -1.3397 1.9921 -0.3 -0.8 -0.6
C -5.2038 -1.3720 2.1101 0.5 0.4 -0.4
C -5.8831 -2.4290 1.5365 0.8 -0.9 -0.6
C -5.2630 -3.4285 0.7545 -0.7 0.5 0.3
C -3.9033 -3.3657 0.6005 -0.3 -1.0 -0.3
C -3.1262 -2.3905 1.2657 1.4 0.1 0.4
O -1.8406 -2.5108 1.2390 -2.5 -0.6 0.0
N -7.2870 -2.5401 1.8090 -2.7 0.4 0.8
O -7.7903 -1.6640 2.5438 0.8 -1.5 -1.3
O -7.9109 -3.4856 1.3249 0.8 1.1 0.5
H -3.7305 0.5916 2.9290 -0.1 0.1 -0.1
H -5.7843 -0.5858 2.5865 0.3 -0.2 0.2
H -5.9135 -4.1923 0.3242 0.5 0.2 0.1
H -3.3684 -4.1415 0.0647 0.0 0.1 -0.1
O 1.0325 -2.0208 1.0235 1.8 -1.6 1.6
Cl 1.7068 -2.4975 2.4079 -0.5 -1.2 -0.9
O 2.7904 -3.4004 1.9894 -2.0 1.9 1.2
O 2.1493 -1.2839 3.1089 -0.6 -2.2 -0.9
O 0.5929 -3.2163 3.1303 2.5 1.8 -1.3
C 0.5097 0.6407 1.4052 1.2 2.7 1.2
Ge 1.3728 1.0140 -0.2231 1.6 -0.1 -1.2
C 0.1455 0.7376 -1.6879 -0.1 0.3 -0.3
C 0.2260 1.4987 -2.8696 -0.7 -0.5 0.4
C -0.7008 1.2592 -3.8870 0.5 0.4 0.1
C -1.6667 0.2968 -3.7304 -0.5 -0.8 0.4
C -1.7361 -0.4806 -2.5618 0.4 0.8 -0.6
C -0.8456 -0.2376 -1.5365 0.3 0.6 -0.6
C 3.0021 -0.0337 -0.5448 0.8 -0.6 0.3
C 4.1105 0.0402 0.3517 -0.5 -0.2 -0.7
C 5.2921 -0.6412 0.0875 -0.8 -0.6 -1.1
C 5.3384 -1.4796 -1.0433 -0.1 -0.1 0.1
C 4.2584 -1.6196 -1.9108 0.2 1.0 1.2
C 3.1125 -0.8609 -1.6715 0.3 0.1 0.6
C 2.0643 2.8277 -0.2826 -1.2 0.9 -0.2
C 3.3384 3.2049 -0.6697 0.5 0.4 0.4
C 3.7340 4.5476 -0.5402 0.1 -0.3 -0.6
C 2.8011 5.5224 -0.2183 -0.1 0.1 0.1
C 1.4728 5.1825 0.0540 0.6 -0.8 0.0
C 1.1206 3.8403 0.0265 1.1 -0.4 0.4
H 0.8972 1.2956 2.1963 -0.4 -0.3 0.1
H 0.9261 2.3233 -2.9613 0.1 -0.2 0.0
H -0.6731 1.8359 -4.8030 0.0 0.1 0.0
H -2.4114 0.1494 -4.5053 0.1 -0.1 0.0
H -2.4700 -1.2439 -2.4776 -0.6 -0.5 0.1
H -0.9358 -0.7678 -0.5891 0.0 -0.2 -0.2
H 4.0475 0.6020 1.2733 -0.1 0.2 0.0
H 6.1438 -0.5864 0.7352 0.2 0.1 0.3
H 6.2000 -2.1052 -1.2387 0.2 0.2 0.1
H 4.3328 -2.2976 -2.7261 -0.1 -0.4 -0.6
H 2.2893 -0.9401 -2.3505 -0.5 0.0 -0.3
H 4.0673 2.4706 -1.0104 -0.1 0.1 0.2
H 4.7824 4.8106 -0.7335 -0.5 0.0 0.0
H 3.0989 6.5621 -0.1575 0.1 0.0 0.0
H 0.7693 5.9171 0.3932 -0.2 0.3 -0.1
H 0.1689 3.5004 0.3936 -0.5 0.2 -0.1
```
Positions in Å, forces in eV/Å.

Properties
Expectation value of S²: 6.054
LUMO level (spin up / spin down) (Eh): -0.0721 / -0.1706
Kohn-Sham gap (spin up / spin down) (eV): 5.22 / 4.11
Electronic energy (eV): -117656.06101
Multiplicity: 5

---

(6)
C12H26HgNO2P2 as an isolated structure in a non-equilibrium geometry. Source: OMol25; level of theory: the ωB97M-V functional and the def2-TZVPD basis.

XYZ file:
```
44
Properties=species:S:1:pos:R:3:forces:R:3
Hg 0.0277 0.3760 0.3633 -0.4 -1.1 0.4
P 2.1550 -1.0428 0.1829 0.4 0.4 -0.7
C 2.3631 -1.4690 -1.5906 0.1 0.0 -0.1
C 1.0505 -1.7685 -2.3003 -0.2 -0.1 -0.5
N -0.0744 -1.2259 -1.8296 -0.1 -0.1 0.2
C -1.2498 -1.4422 -2.4218 0.3 -0.4 -0.4
C -1.3412 -2.2434 -3.5635 0.0 0.3 0.1
C -0.1777 -2.7973 -4.0929 0.0 0.1 0.2
C 1.0356 -2.5587 -3.4526 0.1 -0.1 0.2
C -2.5086 -0.8391 -1.8141 0.1 -0.2 0.1
P -2.2071 0.6631 -0.7979 0.4 0.8 -0.6
H 1.9726 -2.9864 -3.8093 -0.3 0.1 0.0
H -2.3167 -2.3946 -4.0246 0.3 -0.1 0.0
H -0.2184 -3.4084 -4.9901 0.0 0.1 0.1
H -3.2044 -0.5929 -2.6309 0.0 -0.1 0.3
H -2.9921 -1.5899 -1.1645 0.1 0.2 -0.2
H 2.8429 -0.5948 -2.0712 -0.1 -0.4 0.2
H 3.0264 -2.3417 -1.6906 0.0 0.3 0.0
H 1.7220 3.9328 -2.3835 0.2 0.0 -0.2
O 2.4072 3.5020 -2.9162 -0.3 0.2 -0.1
H 2.3704 3.9548 -3.7721 0.0 -0.1 0.3
H -1.3874 4.8233 -0.2228 0.2 0.5 -0.3
O -1.1128 5.5033 -0.8636 -0.4 -0.1 0.6
H -1.5346 6.3177 -0.5363 0.3 -0.4 -0.2
C -2.3033 2.0350 -1.9826 -0.4 0.1 -0.2
H -3.2806 2.0349 -2.4885 0.3 0.2 0.0
H -2.1633 2.9876 -1.4482 0.0 -0.3 -0.3
H -1.5026 1.9140 -2.7275 -0.2 0.1 0.3
C -3.6476 0.8216 0.3012 0.0 0.0 0.0
H -3.5175 1.7505 0.8760 -0.1 -0.3 -0.1
H -4.5834 0.8768 -0.2738 0.3 0.0 0.2
H -3.6856 -0.0350 0.9905 0.0 0.3 -0.2
C 2.1287 -2.6665 1.0336 -0.2 0.2 0.1
H 3.0504 -3.2314 0.8156 -0.3 0.3 0.0
H 2.0599 -2.4853 2.1187 0.0 -0.2 -0.4
H 1.2554 -3.2496 0.6994 0.3 0.2 0.2
C 3.7096 -0.2598 0.6862 0.2 -0.2 -0.1
H 3.6297 -0.0450 1.7606 0.1 0.0 -0.3
H 4.5747 -0.9128 0.5041 -0.2 0.2 0.1
H 3.8244 0.6777 0.1238 0.0 -0.2 0.3
C -0.8439 -0.8679 1.9257 0.0 0.1 0.7
H -0.0567 -1.1520 2.6366 -0.5 -0.1 0.0
H -1.2208 -1.7510 1.3891 0.0 0.1 0.2
H -1.6549 -0.3343 2.4306 0.1 -0.4 0.1
```
Positions in Å, forces in eV/Å.

Properties
Net charge: +1
LUMO level (Eh): -0.1259
Kohn-Sham gap (eV): 6.76
Electronic energy (eV): -41197.20594
ΔE to the lowest compared entry with this formula, charge and spin (kcal per mole): 6.7
Multiplicity: 1